Entry 1:
Here is C18H48I3O9PS6Ta as an isolated structure from OMol25. Energies are from ωB97M-V/def2-TZVPD.

Geometry as XYZ:
```
86
Properties=species:S:1:pos:R:3:lowdin_charge:R:1
C 1.05905 0.86307 5.76949 0.002
C 2.32478 0.91203 4.99326 -0.566
O 3.04299 1.91376 4.96365 0.066
O 2.59680 -0.15263 4.23201 -0.196
C 3.05143 -1.35742 4.92303 -0.388
Ta 3.64839 -2.91565 3.32119 1.124
C 1.99236 -2.42600 1.82748 -0.917
I 2.71276 -2.08822 -0.16474 0.754
C 0.66289 -2.26017 1.91937 -0.942
C -0.31986 -1.86131 0.86967 -0.265
I -0.27170 -2.46183 3.80265 0.855
P 2.56367 -5.00568 4.46977 0.091
O 3.23489 -6.29604 3.70573 -0.561
I 3.38321 -5.17618 6.80192 0.130
H 0.94184 -0.06269 6.31919 0.073
H 0.24122 0.92586 5.06468 0.064
H 1.03355 1.71929 6.42895 0.085
H 3.95126 -1.10190 5.47925 0.038
H 2.31775 -1.70104 5.65079 0.008
H 4.50171 -4.04638 2.13152 -0.155
H 5.06183 -3.26105 4.44517 -0.162
H 4.74128 -1.60728 2.65672 -0.122
H -0.29981 -0.77600 0.77985 0.071
H -1.32663 -2.14672 1.14662 0.041
H -0.10077 -2.33707 -0.07493 -0.005
H 4.17457 -6.14643 3.55829 -0.003
C -0.57553 -1.47440 -3.94433 -0.256
S -1.75178 -1.39677 -2.58781 0.791
O -1.62166 -2.67003 -1.83613 -0.539
C -3.19999 -1.47998 -3.62877 -0.300
H 0.42140 -1.47833 -3.50749 0.043
H -0.74211 -2.38919 -4.51286 0.059
H -0.70356 -0.59673 -4.57822 0.052
H -3.15378 -2.37406 -4.25145 0.026
H -3.22864 -0.58356 -4.24532 0.056
H -4.07204 -1.49248 -2.98379 0.036
C 4.29673 1.28073 1.81930 -0.274
S 4.56105 2.18048 0.29822 0.773
O 4.02676 1.33192 -0.80051 -0.597
C 6.34672 1.98394 0.26966 -0.269
H 3.22848 1.23089 2.00163 0.012
H 4.68598 0.26863 1.71826 0.004
H 4.77745 1.80500 2.64533 0.065
H 6.58382 0.92040 0.27933 0.062
H 6.77831 2.48452 1.13612 0.051
H 6.71420 2.44293 -0.64558 0.043
C -4.41014 1.06948 0.24030 -0.265
S -4.86199 1.77815 -1.33344 0.819
O -4.50226 0.76930 -2.37389 -0.577
C -3.52968 2.97206 -1.33720 -0.264
H -5.08467 0.23732 0.43235 0.051
H -3.38420 0.71226 0.20044 0.051
H -4.51572 1.81843 1.02150 0.056
H -2.59659 2.42452 -1.21402 0.039
H -3.65097 3.67921 -0.51799 0.060
H -3.53584 3.50413 -2.28606 0.050
C 1.08106 2.69913 2.21465 -0.278
S -0.64701 2.88698 2.63996 0.829
O -1.43567 2.25980 1.54637 -0.562
C -0.74416 4.65965 2.37615 -0.267
H 1.31241 1.63668 2.27827 0.046
H 1.24129 3.05881 1.19731 -0.050
H 1.69474 3.24928 2.92831 0.071
H -0.46662 4.88458 1.34537 0.002
H -0.07876 5.16321 3.07716 0.053
H -1.77284 4.96028 2.56116 0.047
C 0.61013 1.92082 -1.28136 -0.223
S 1.03350 3.56829 -0.71420 0.824
O -0.21613 4.17912 -0.18297 -0.552
C 1.29449 4.27607 -2.34434 -0.242
H 0.36138 1.32463 -0.40572 0.040
H -0.24795 1.97991 -1.95168 0.054
H 1.46955 1.48001 -1.78550 0.052
H 0.38191 4.17260 -2.93124 0.056
H 2.12658 3.76574 -2.82844 0.058
H 1.53432 5.32806 -2.20921 0.048
C -6.03891 -2.59116 -6.02014 -0.262
S -4.99969 -4.04694 -5.86546 0.800
O -3.64142 -3.65150 -6.31523 -0.552
C -5.73962 -4.95106 -7.22965 -0.276
H -5.70324 -1.87328 -5.27452 0.040
H -5.92581 -2.17332 -7.02029 0.059
H -7.07570 -2.86557 -5.82679 0.053
H -5.64981 -4.36254 -8.14224 0.056
H -6.78475 -5.15856 -7.00097 0.051
H -5.19245 -5.88480 -7.33289 0.048
```

Charge: -1


Entry 2:
Here is C18H49ClNO10S8 as an isolated structure from OMol25. Energies are from ωB97M-V/def2-TZVPD.

Geometry as XYZ:
```
87
Properties=species:S:1:pos:R:3:lowdin_charge:R:1
C 2.38510 -0.85292 0.38570 -0.106
C 2.63126 -1.96406 -0.63880 -0.278
C 1.70692 -3.17585 -0.63005 -0.270
S -0.03853 -2.85206 -0.54919 0.504
O -0.69501 -4.07134 -1.00900 -0.378
O -0.38841 -2.54490 0.82675 -0.349
N -0.20652 -1.61521 -1.57405 -0.316
S -1.51964 -0.71507 -1.37183 0.498
O -1.62014 0.14586 -2.53519 -0.370
O -1.59577 0.01697 -0.12772 -0.355
C -2.96510 -1.79611 -1.45739 -0.273
C -3.82461 -1.72672 -0.19932 -0.690
C -3.67579 -2.94295 0.73105 -0.113
Cl -5.57395 -1.59360 -0.72392 0.556
H 1.33983 -0.68258 0.62492 0.047
H 2.98300 -1.01389 1.28063 0.067
H 2.76414 0.07041 -0.04766 0.049
H 2.70969 -1.54416 -1.63800 0.101
H 3.61819 -2.36376 -0.41210 0.075
H 1.92594 -3.88083 0.16571 0.076
H 1.85336 -3.70764 -1.57053 0.096
H -3.50643 -1.55872 -2.36485 0.075
H -2.60211 -2.81307 -1.57197 0.070
H -3.62943 -0.83495 0.38047 0.074
H -4.66424 -3.32263 0.97640 0.045
H -3.17931 -2.63407 1.64592 0.077
H -3.08428 -3.72421 0.26850 0.063
C 4.35822 -6.77861 1.41846 -0.272
S 4.22804 -5.12835 2.12122 0.819
O 4.29688 -4.17266 0.99156 -0.526
C 5.84835 -5.12921 2.90248 -0.277
H 3.45429 -6.96268 0.84209 0.051
H 5.22973 -6.83027 0.76551 0.055
H 4.43596 -7.51081 2.22263 0.048
H 6.61791 -5.29338 2.14802 0.055
H 5.88381 -5.90893 3.66389 0.047
H 5.99082 -4.15642 3.36728 0.048
C -8.65628 0.43851 -1.14180 -0.285
S -9.60330 -0.67954 -0.10695 0.791
O -10.93252 -0.86438 -0.75534 -0.572
C -9.84683 0.47776 1.24431 -0.271
H -8.43340 -0.07947 -2.07152 0.049
H -9.24561 1.33330 -1.34447 0.054
H -7.72483 0.69490 -0.63830 0.038
H -10.35682 1.36824 0.87526 0.043
H -8.88202 0.74522 1.67423 0.057
H -10.45851 -0.01034 2.00021 0.045
C 0.66540 5.02902 -0.37880 -0.269
S 1.42657 4.82259 1.23506 0.805
O 2.76247 4.20685 1.00206 -0.563
C 0.34981 3.50741 1.78559 -0.262
H 1.22833 5.78758 -0.91895 0.044
H 0.69943 4.08346 -0.91990 0.066
H -0.36598 5.35689 -0.25136 0.052
H 0.40749 2.66933 1.09314 0.065
H -0.67317 3.87751 1.84703 0.055
H 0.68522 3.19230 2.77128 0.051
C -12.41349 5.38595 -0.73200 -0.275
S -11.89177 5.37286 0.98817 0.791
O -10.50740 4.84039 1.01837 -0.552
C -12.97863 4.03483 1.49882 -0.274
H -11.81822 6.13217 -1.25303 0.048
H -12.24279 4.40384 -1.17278 0.058
H -13.46873 5.65332 -0.78864 0.051
H -12.76989 3.14610 0.90301 0.054
H -14.01671 4.34323 1.37453 0.051
H -12.78149 3.82928 2.54840 0.049
C 7.43192 1.88236 -0.62917 -0.284
S 6.22079 1.26168 0.54437 0.809
O 5.24331 0.45679 -0.23645 -0.541
C 5.46025 2.85234 0.88135 -0.287
H 8.00435 1.03954 -1.00240 0.012
H 6.91312 2.37703 -1.45181 0.057
H 8.10549 2.57693 -0.12751 0.052
H 5.07993 3.28154 -0.04380 0.052
H 6.19839 3.51394 1.33704 0.051
H 4.63169 2.70326 1.56739 0.033
C 11.17025 0.08634 -3.31704 -0.272
S 10.81114 -0.67603 -1.72978 0.814
O 10.29072 0.39610 -0.84456 -0.549
C 12.52491 -0.95312 -1.26242 -0.276
H 10.22329 0.38072 -3.76364 0.051
H 11.79722 0.96528 -3.16707 0.057
H 11.66985 -0.63690 -3.96153 0.051
H 13.05961 -0.00335 -1.25304 0.056
H 12.98503 -1.64569 -1.96723 0.050
H 12.53025 -1.38851 -0.26597 0.048
```

Charge: -1


Record order is preserved below.
Energy: -138018.070 -140626.538 eV
Record order is preserved below.
HOMO-LUMO gap: 6.540 7.179 eV